71
Properties=species:S:1:pos:R:3:forces:R:3 method="wB97M-V/def2-TZVPD" homo_lumo_gap_ev=6.33 e_homo_ev=-4.09 e_tot_ev=-265534.6599 lumo_energy_ev=2.24 charge=-1 e_above_lowest_kcal_mol=19.5
Se 0.5174 -3.1516 -3.1429 -0.37 -0.53 -0.16
Se -0.9861 -2.9198 -4.9577 0.32 0.13 0.30
As 0.6527 1.2785 1.1237 0.16 0.47 0.72
K -0.0011 -0.1590 -1.6018 -0.49 1.27 -1.73
S -1.4793 2.3328 -0.9471 0.02 0.63 0.18
O -2.6210 -0.8292 -1.4712 -0.13 -0.05 0.20
O 2.0397 -0.9784 -0.8218 0.88 -1.13 0.48
O -0.5669 -1.9018 -0.1425 -0.01 -0.90 0.80
O 2.3028 -3.2253 -0.8289 -0.02 0.16 0.03
O -3.8556 -0.6887 0.3999 0.11 0.02 -0.27
N -1.8965 -4.3209 -2.1828 0.04 -0.06 0.03
N 0.1014 -0.3741 -4.3836 -0.04 0.12 -0.29
C -2.0333 -6.1099 -0.5946 -0.03 0.01 -0.02
C -0.5776 -4.4103 -2.1344 0.06 0.17 -0.15
C -0.6372 1.4059 2.6108 0.05 0.00 -0.13
C 0.1010 -5.3517 -1.3617 0.07 0.03 0.11
C -1.6667 2.3426 2.6320 -0.07 -0.04 0.15
C -0.8618 0.8402 -6.6753 -0.05 -0.02 -0.10
C -0.6164 -1.0627 -5.2605 0.04 0.13 0.06
C 3.5976 1.8009 4.2102 0.01 -0.06 -0.10
C -2.7480 -1.0227 -0.2930 0.07 -0.17 0.22
C -0.2756 3.4995 -0.3985 0.00 -0.01 0.00
C -1.5425 0.3976 4.6216 0.04 0.07 -0.10
C 4.6825 1.0980 3.6920 -0.08 0.04 0.01
C -0.6484 -6.2015 -0.5702 0.09 -0.01 0.01
C 0.6232 -2.2930 0.5684 -0.33 0.08 -0.05
C 2.4090 1.8708 3.4946 0.07 -0.08 -0.04
C 0.3452 0.9185 -4.6374 -0.03 -0.17 0.07
C 4.5708 0.4704 2.4607 -0.09 0.02 -0.04
C -2.5641 1.3387 4.6392 0.02 0.02 -0.05
C 1.6759 5.3640 0.4877 -0.09 -0.03 -0.06
C -2.6219 2.3079 3.6454 0.08 -0.01 -0.07
C -2.6037 -5.1654 -1.4282 0.04 0.12 -0.06
C 3.3782 0.5389 1.7428 0.04 0.03 0.14
C 0.7058 3.1513 0.5553 -0.02 -0.18 0.05
C 2.2858 1.2402 2.2540 -0.09 0.02 -0.12
C -1.1195 -0.4933 -6.4298 -0.03 0.05 -0.07
C -0.5896 0.4342 3.6093 -0.12 0.01 0.12
C 1.7850 -2.1554 -0.4471 0.28 0.06 -0.08
C -0.2404 4.8235 -0.8778 -0.06 -0.07 -0.03
C -1.7157 -1.6649 0.6188 0.09 -0.04 -0.05
C 1.6664 4.0678 0.9812 -0.13 -0.05 -0.10
C -0.1094 1.5707 -5.7662 0.02 0.03 0.06
C 0.7103 5.7331 -0.4454 -0.01 -0.06 0.02
H 1.5714 2.4222 3.9057 -0.03 0.00 -0.01
H -1.7331 3.0889 1.8494 0.01 -0.03 0.01
H -2.6586 -6.7548 0.0080 0.01 -0.01 0.00
H 0.5389 -3.3267 0.9072 -0.08 -0.05 0.02
H -1.6961 -1.0879 -7.1268 0.00 -0.01 0.02
H 0.9255 1.4503 -3.8863 -0.05 -0.03 -0.08
H 5.4086 -0.0818 2.0517 0.00 0.01 0.01
H -3.6821 -5.0681 -1.4934 -0.01 0.02 -0.02
H -1.2459 1.3079 -7.5742 0.01 0.00 0.02
H 0.1097 2.6182 -5.9165 -0.01 -0.01 -0.01
H -1.5252 -0.9767 1.4492 0.00 0.04 0.04
H -0.9850 5.1183 -1.6083 0.01 0.00 0.01
H 3.6793 2.2954 5.1713 0.00 0.00 0.00
H -2.1296 -2.5919 1.0372 -0.07 0.01 -0.02
H 5.6101 1.0397 4.2488 -0.01 0.01 0.01
H 0.2085 -0.2998 3.6096 0.05 -0.03 -0.01
H 2.4247 6.0702 0.8245 0.00 0.02 -0.01
H 3.2893 0.0352 0.7861 -0.02 0.01 -0.01
H -4.3984 -0.1876 -0.2296 -0.07 0.00 0.11
H -3.4198 3.0418 3.6512 0.01 -0.02 0.00
H -0.1536 -6.9322 0.0585 0.00 0.01 -0.01
H 1.1822 -5.3715 -1.3580 -0.03 0.04 0.00
H 0.7838 -1.6212 1.4174 -0.01 0.02 0.05
H -1.4861 -0.3617 5.3926 0.01 0.00 -0.01
H 2.4207 3.7705 1.6984 -0.01 -0.04 0.01
H -3.3132 1.3144 5.4216 0.00 0.01 0.00
H 0.7014 6.7424 -0.8427 -0.01 -0.01 -0.01

=====

13
Properties=species:S:1:pos:R:3:forces:R:3 method="wB97M-V/def2-TZVPD" smiles="O=NC1=CCC1.[H][H]" homo_lumo_gap_ev=8.44 e_homo_ev=-9.18 e_tot_ev=-7794.1963 lumo_energy_ev=-0.74 e_above_lowest_kcal_mol=125.6
O 2.5087 -0.0707 -0.5600 -0.24 0.45 0.07
N 1.8299 0.8958 -0.2735 0.20 -0.46 -0.10
C -0.7144 1.4701 0.2372 0.01 0.20 0.05
C 0.4451 0.5885 -0.1569 -0.15 -0.06 -0.02
C -0.2921 -0.5145 -0.3627 0.13 -0.04 -0.03
C -1.5767 0.1862 0.0138 -0.14 -0.05 0.02
H 2.0672 -2.2990 0.2684 -0.02 -0.10 0.04
H -0.0616 -1.5248 -0.6831 -0.03 0.17 0.04
H -2.3189 0.2607 -0.7879 0.11 -0.01 0.11
H 1.8138 -2.9292 0.5745 0.04 0.02 0.00
H -0.7012 1.8469 1.2643 0.00 -0.06 -0.15
H -0.9364 2.2934 -0.4483 0.04 -0.12 0.10
H -2.0634 -0.2034 0.9141 0.07 0.06 -0.13